1.
Computed, not measured: a structure of composition C47H45BN11P2Se2Tl, with ωB97M-V/def2-TZVPD.

Each line ends with the Mulliken spin population.
Element x y z (Å)
Tl1 -1.26349 1.22499 -0.05294  0.00
C1 -2.74585 1.55887 3.34072  0.00
C2 -1.41848 2.06532 3.64345  0.00
C3 -0.94568 2.73901 2.57011  0.00
C4 -1.94133 2.65751 1.48870  0.00
C5 -3.08294 1.92979 2.08462  0.00
H1 -3.35357 0.97944 4.01711  0.00
H2 -0.90269 1.91688 4.57942  0.00
H3 -0.00304 3.25540 2.49065  0.00
H4 -2.13029 3.51733 0.85197  0.00
H5 -4.00921 1.73993 1.56432  0.00
C6 -3.46369 -1.47572 0.61571  0.00
C7 -3.52791 -0.95471 -0.77934  0.00
C8 -4.21554 -1.46858 -1.87709  0.00
C9 -3.92394 -0.60375 -2.90906  0.00
N1 -3.10855 0.36264 -2.46537  0.00
N2 -2.88352 0.15337 -1.15106  0.00
B1 -2.78308 1.59766 -3.37683  0.00
N3 -1.51423 2.42109 -2.99637  0.00
C10 -0.84793 3.16750 -3.88946  0.00
C11 -0.04262 4.06140 -3.21339  0.00
C12 -0.28621 3.80426 -1.86381  0.00
C13 0.28137 4.47662 -0.65748  0.00
N4 -1.18729 2.82508 -1.75431  0.00
N5 -3.98788 2.52601 -3.31490  0.00
C14 -4.45536 3.46641 -4.16544  0.00
C15 -5.36273 4.23989 -3.48703  0.00
C16 -5.37980 3.70472 -2.18196  0.00
C17 -6.18349 4.14370 -1.00437  0.00
N6 -4.54780 2.68367 -2.08583  0.00
N7 -2.51297 1.03699 -4.75875  0.00
C18 -3.28675 0.93086 -5.86333  0.00
C19 -2.62656 0.13703 -6.76723  0.00
C20 -1.42587 -0.22021 -6.11554  0.00
C21 -0.30556 -1.06238 -6.62520  0.00
N8 -1.37082 0.31657 -4.91060  0.00
H6 -2.94811 -2.43665 0.64845  0.00
H7 -4.47052 -1.62609 1.00614  0.00
H8 -2.94913 -0.79085 1.29043  0.00
H9 -4.84647 -2.33730 -1.90750  0.00
H10 -4.25644 -0.60762 -3.93133  0.00
H11 -0.99379 3.01945 -4.94359  0.00
H12 0.61775 4.79668 -3.63449  0.00
H13 1.18683 5.02078 -0.91875  0.00
H14 0.53767 3.76112 0.12699  0.00
H15 -0.43049 5.19092 -0.24037  0.00
H16 -4.10008 3.54439 -5.17970  0.00
H17 -5.93507 5.06388 -3.87298  0.00
H18 -7.25265 4.05740 -1.19995  0.00
H19 -5.97903 5.18482 -0.75211  0.00
H20 -5.94181 3.52558 -0.14222  0.00
H21 -4.25583 1.39643 -5.92145  0.00
H22 -2.95691 -0.14622 -7.75016  0.00
H23 0.27821 -0.52979 -7.37702  0.00
H24 -0.67912 -1.97738 -7.08495  0.00
H25 0.35803 -1.33146 -5.80480  0.00
Se1 3.49638 -4.14544 1.05676  0.92
P1 2.27509 -3.30687 2.66864  -0.11
C22 1.30051 -4.73043 3.12500  0.07
C23 0.11452 -5.00103 2.44178  0.02
C24 -0.60175 -6.14043 2.75639  -0.01
C25 -0.13751 -7.00412 3.74054  0.02
C26 1.04790 -6.73918 4.41091  -0.01
C27 1.77648 -5.60177 4.10236  0.01
C28 3.25806 -2.76437 4.06139  -0.01
C29 4.62872 -2.55970 3.93976  0.01
C30 5.34367 -2.05193 5.01366  0.00
C31 4.68966 -1.75463 6.20021  0.00
C32 3.32076 -1.95695 6.31916  0.00
C33 2.59618 -2.45597 5.25035  0.00
C34 1.17677 -2.00572 2.18163  0.01
C35 0.98081 -1.08049 1.15565  0.01
N9 -0.18602 -0.47741 1.45077  0.00
N10 -0.68645 -0.99744 2.55900  0.00
N11 0.11117 -1.91470 3.01671  0.00
P2 1.85767 -0.29146 -0.19774  -0.04
Se2 0.53883 -0.03198 -1.85137  0.00
C36 2.46332 1.27025 0.47207  0.00
C37 3.08457 2.15670 -0.40667  0.00
C38 3.63077 3.32966 0.07772  0.00
C39 3.54554 3.63192 1.43216  0.00
C40 2.91195 2.76052 2.30364  0.00
C41 2.37264 1.57200 1.82820  0.00
C42 3.35273 -1.20094 -0.62718  0.02
C43 4.41380 -1.23472 0.28422  0.06
C44 5.60421 -1.85222 -0.06993  -0.02
C45 5.73815 -2.43053 -1.32792  0.00
C46 4.68647 -2.39188 -2.22907  0.01
C47 3.49387 -1.77275 -1.88481  0.03
H26 -0.25202 -4.31826 1.68708  0.00
H27 -1.52682 -6.35384 2.23990  0.00
H28 -0.70679 -7.88938 3.98888  0.00
H29 1.40539 -7.41510 5.17442  0.00
H30 2.70222 -5.39333 4.62401  0.00
H31 5.14224 -2.82220 3.02331  0.00
H32 6.41047 -1.89990 4.92818  0.00
H33 5.24987 -1.36659 7.03997  0.00
H34 2.81501 -1.72381 7.24567  0.00
H35 1.52437 -2.59180 5.33225  0.00
H36 3.12659 1.93337 -1.46719  0.00
H37 4.11441 4.01723 -0.60257  0.00
H38 3.96762 4.55459 1.80495  0.00
H39 2.83222 3.00200 3.35420  0.00
H40 1.86737 0.90185 2.51100  0.00
H41 4.32334 -0.75067 1.24994  0.00
H42 6.42861 -1.87179 0.62913  0.00
H43 6.66826 -2.90639 -1.60535  0.00
H44 4.79483 -2.83577 -3.20889  0.00
H45 2.67562 -1.72892 -2.59367  0.00

Forces on atoms 1 to 3 (eV/Å):
Tl -0.1 0.1 0.0
C 0.1 0.1 -0.1
C 0.0 0.0 -0.1

Summary:
Multiplicity: 2
Net charge: +1
Energy above the lowest of the compared OMol25 structures with the same formula, charge and spin, kJ/mol: 66.0
Kohn-Sham gap (alpha / beta), eV: 7.7 / 4.6

---

2.
Computed, not measured: a structure of composition C47H46N5O2P3S2SiTi in a non-equilibrium geometry, with ωB97M-V/def2-TZVPD.

Each line ends with the Mulliken spin population.
Element x y z (Å)
Ti1 -0.72329 -0.47998 -0.46802  1.12
C1 -1.10144 3.56703 -0.25317  0.02
Si1 -0.05210 1.96006 -0.12191  -0.06
C2 0.76911 2.28932 1.59442  -0.01
C3 1.58900 3.38469 1.86437  0.00
C4 2.11418 3.59703 3.12902  0.00
C5 1.80483 2.71990 4.16101  0.00
C6 0.98935 1.62625 3.92014  0.00
C7 0.47995 1.40659 2.63797  -0.01
P1 -0.56836 -0.03254 2.20063  0.00
C8 -2.25089 0.62241 2.51500  0.01
C9 -3.30531 -0.29314 2.50130  0.01
C10 -4.60840 0.12543 2.70646  -0.01
C11 -4.87565 1.47004 2.92505  0.01
C12 -3.83361 2.38165 2.95964  0.00
C13 -2.52658 1.96371 2.75623  0.01
C14 -0.33169 -1.06728 3.71372  0.01
C15 0.91509 -1.68439 3.84916  -0.01
C16 1.20262 -2.48778 4.93857  0.00
C17 0.24356 -2.69241 5.92087  0.00
C18 -0.99273 -2.07644 5.80560  0.00
C19 -1.28238 -1.27508 4.70937  0.00
C20 1.42712 2.36356 -1.29402  -0.01
C21 1.70774 3.64314 -1.76929  0.00
C22 2.77308 3.88197 -2.62641  0.00
C23 3.56048 2.82530 -3.05522  0.00
C24 3.29345 1.53979 -2.60877  0.00
C25 2.24467 1.30867 -1.72385  0.07
P2 1.90757 -0.33604 -0.98402  -0.04
C26 2.58968 -1.57298 -2.17322  -0.02
C27 1.70964 -2.47763 -2.76491  -0.04
C28 2.16909 -3.46870 -3.61942  0.00
C29 3.52109 -3.56916 -3.90321  0.00
C30 4.41067 -2.67735 -3.32222  0.00
C31 3.95195 -1.69731 -2.45627  0.02
C32 3.28863 -0.35407 0.26022  0.00
C33 3.61478 0.81120 0.95301  -0.01
C34 4.53279 0.79546 1.99290  0.00
C35 5.16059 -0.38549 2.35564  0.00
C36 4.85812 -1.55327 1.66861  0.00
C37 3.92830 -1.53920 0.64066  0.02
H1 -0.59595 4.40824 0.23091  0.00
H2 -1.28370 3.82924 -1.29713  0.00
H3 -2.07302 3.43306 0.22481  0.00
H4 1.83709 4.06719 1.05675  0.00
H5 2.76445 4.44508 3.31290  0.00
H6 2.19669 2.89087 5.15683  0.00
H7 0.74762 0.95679 4.73495  0.00
H8 -3.08717 -1.34179 2.33794  0.01
H9 -5.41823 -0.59459 2.68535  0.00
H10 -5.89707 1.80324 3.05939  0.00
H11 -4.04141 3.42818 3.14515  0.00
H12 -1.71771 2.68366 2.77494  0.00
H13 1.68041 -1.49953 3.10319  0.01
H14 2.17524 -2.95697 5.02054  0.00
H15 0.46583 -3.31550 6.77819  0.00
H16 -1.74151 -2.21447 6.57619  0.00
H17 -2.24695 -0.79211 4.64589  0.00
H18 1.08374 4.47592 -1.46246  0.00
H19 2.98290 4.88930 -2.96805  0.00
H20 4.38212 2.99780 -3.74076  0.00
H21 3.89151 0.71917 -2.97759  0.00
H22 0.65184 -2.39385 -2.56471  0.05
H23 1.46996 -4.17285 -4.05288  0.00
H24 3.88468 -4.34410 -4.56724  0.00
H25 5.47099 -2.75357 -3.53198  0.00
H26 4.67169 -1.04154 -1.98421  0.00
H27 3.14129 1.74069 0.67499  0.00
H28 4.75627 1.71565 2.51958  0.00
H29 5.88530 -0.39647 3.16058  0.00
H30 5.34647 -2.48448 1.93145  0.00
H31 3.68922 -2.46117 0.12891  -0.01
C38 -3.26221 4.31477 -3.18466  0.01
C39 -2.34796 3.27464 -3.81553  0.00
O1 -2.74838 1.91714 -3.65411  0.01
P3 -2.68574 0.95231 -2.31854  0.07
S1 -0.49368 -0.00792 -2.76025  0.39
S2 -4.00383 1.72777 -0.97957  0.27
O2 -3.53918 -0.25527 -3.02377  0.02
C40 -3.26025 -0.74784 -4.33668  0.01
C41 -3.70826 -2.19131 -4.44270  0.00
H32 -2.92795 5.31791 -3.46318  0.00
H33 -3.26276 4.21861 -2.10468  0.00
H34 -4.28593 4.16977 -3.53117  0.00
H35 -1.31499 3.40051 -3.47062  0.00
H36 -2.34853 3.41700 -4.89931  0.00
H37 -2.19491 -0.66254 -4.54601  -0.01
H38 -3.80039 -0.12728 -5.05773  0.00
H39 -3.18515 -2.80195 -3.70995  0.00
H40 -3.49171 -2.57604 -5.44114  0.00
H41 -4.78165 -2.27531 -4.25686  0.00
N1 -4.31506 -2.59692 -0.84590  0.02
C42 -3.86784 -1.42473 -0.41508  -0.01
N2 -2.55049 -1.45944 -0.33255  0.10
C43 -2.24373 -2.75016 -0.74203  0.06
N3 -3.30369 -3.46393 -1.07519  0.10
C44 -0.91754 -3.22976 -0.56262  0.22
C45 -0.50389 -4.53691 -0.80888  -0.07
N4 0.63766 -5.03632 -0.37538  0.24
C46 1.37861 -4.18169 0.40011  0.13
C47 1.03223 -2.88093 0.60963  0.13
N5 -0.08774 -2.32185 0.08886  0.23
H42 -5.25212 -2.84412 -1.10373  0.00
H43 -4.49901 -0.58720 -0.18140  0.01
H44 -1.15624 -5.19535 -1.37459  -0.01
H45 2.27130 -4.60346 0.84538  0.01
H46 1.64377 -2.23627 1.22179  -0.06

Forces on atoms 1 to 3 (eV/Å):
Ti 1.1 1.5 0.0
C 0.0 -0.3 0.1
Si 0.4 1.3 0.0

Summary:
Multiplicity: 4
Net charge: -1
Energy above the lowest of the compared OMol25 structures with the same formula, charge and spin, kJ/mol: 76.0
Kohn-Sham gap (alpha / beta), eV: 5.0 / 7.0

---

3.
Computed, not measured: a structure of composition C47H47BN10OReS2, with ωB97M-V/def2-TZVPD.

Each line ends with the Mulliken spin population.
Element x y z (Å)
Re1 0.06616 0.51134 0.45958  2.34
N1 -3.04298 1.18839 3.89842  0.01
C1 -2.00436 1.46741 3.07946  -0.02
S1 -2.13866 2.67320 1.91687  0.08
N2 -0.91761 0.72940 3.38997  -0.02
N3 0.12060 0.78783 2.55833  0.03
C2 1.30805 0.57295 3.09286  0.09
C3 1.50302 0.34433 4.53387  0.04
C4 0.94845 1.19979 5.48516  0.02
C5 1.15748 0.96451 6.83211  -0.01
C6 1.89658 -0.13731 7.24423  0.01
C7 2.43674 -1.00318 6.30519  -0.01
C8 2.24738 -0.75832 4.95352  0.02
C9 2.44551 0.59363 2.17503  0.03
C10 3.77274 0.61974 2.58127  0.02
C11 4.76949 0.73362 1.62644  0.02
C12 4.43045 0.87121 0.28838  -0.01
C13 3.09590 0.85718 -0.05249  0.08
N4 2.13230 0.67703 0.85966  -0.14
H1 -3.83835 1.80282 3.88461  0.00
H2 -2.87714 0.61099 4.70634  0.00
H3 0.34947 2.03942 5.16655  0.00
H4 0.73339 1.63590 7.56653  0.00
H5 2.04851 -0.32215 8.29902  0.00
H6 3.01033 -1.86283 6.62384  0.00
H7 2.67304 -1.43413 4.22094  0.00
H8 4.00894 0.58143 3.63331  0.00
H9 5.80665 0.75071 1.93277  0.00
H10 5.17769 1.00406 -0.47958  0.00
H11 2.76886 1.00335 -1.07001  0.02
C14 -2.12829 4.57852 -2.26723  0.00
C15 -1.13771 3.96483 -1.34379  0.03
C16 -0.20025 4.58998 -0.52904  0.03
C17 0.46759 3.58717 0.14667  -0.02
N5 -0.03739 2.39311 -0.25686  0.05
N6 -1.01463 2.64338 -1.18225  -0.02
B1 -1.76384 1.49169 -1.89743  0.04
N7 -2.60148 0.69591 -0.88570  -0.04
N8 -1.88033 0.07637 0.06246  0.03
C18 -2.66411 -0.81700 0.68714  -0.08
C19 -3.95257 -0.68838 0.20030  0.01
C20 -3.86978 0.25918 -0.81890  0.04
C21 -4.92569 0.73731 -1.74886  0.00
C22 -1.93527 -1.69671 1.59538  0.09
C23 -0.58314 -1.92752 1.27149  0.02
C24 0.24827 -2.63112 2.14523  -0.01
C25 -0.27215 -3.10674 3.33494  0.01
C26 -1.62511 -2.93824 3.61672  -0.01
C27 -2.45848 -2.24347 2.75616  0.02
N9 -0.66387 0.51711 -2.42692  -0.01
N10 0.27296 -0.02683 -1.58489  -0.03
C28 1.06231 -0.82720 -2.33804  0.03
C29 0.65129 -0.75120 -3.66014  0.01
C30 -0.44933 0.09340 -3.67760  0.02
C31 -1.29611 0.50068 -4.83180  0.00
C32 2.21296 -1.60356 -1.84709  -0.01
C33 3.41309 -1.50363 -2.55282  0.00
C34 4.54223 -2.18367 -2.12439  0.00
C35 4.48719 -2.98180 -0.99025  0.00
C36 3.28949 -3.11124 -0.29937  0.01
C37 2.16125 -2.43017 -0.72861  0.08
C38 1.55381 3.76252 1.13656  0.04
C39 1.25525 3.91060 2.48755  0.00
C40 2.27545 4.17899 3.39036  0.00
C41 3.58668 4.29154 2.95304  0.00
C42 3.88280 4.15385 1.60386  0.00
C43 2.86718 3.90294 0.69534  0.01
H12 -2.04576 5.66126 -2.22150  0.00
H13 -3.14274 4.29746 -1.98578  0.00
H14 -1.96085 4.26191 -3.29607  0.00
H15 -0.02683 5.64696 -0.43425  0.00
H16 -2.42612 1.91061 -2.78651  0.00
H17 -4.81986 -1.26534 0.46652  0.00
H18 -5.88759 0.32171 -1.46088  0.00
H19 -4.71277 0.42793 -2.77249  0.00
H20 -4.99828 1.82430 -1.72810  0.00
H21 -0.30143 -1.86860 0.20866  0.08
H22 1.28052 -2.82866 1.88262  0.01
H23 0.35918 -3.64539 4.02822  0.00
H24 -2.02984 -3.34963 4.53212  0.00
H25 -3.49950 -2.08748 3.00278  0.00
H26 1.07634 -1.27168 -4.50029  0.00
H27 -0.94663 0.00416 -5.73354  0.00
H28 -1.25068 1.57706 -4.99263  0.00
H29 -2.33814 0.22866 -4.66801  0.00
H30 3.46835 -0.87133 -3.43026  0.00
H31 5.46517 -2.09272 -2.68105  0.00
H32 5.36609 -3.51896 -0.66067  0.00
H33 3.22963 -3.76313 0.56249  0.00
H34 1.22496 -2.59001 -0.21084  -0.06
H35 0.22395 3.83798 2.81187  0.00
H36 2.04331 4.32339 4.43645  0.00
H37 4.37517 4.51448 3.65970  0.00
H38 4.90050 4.27262 1.25614  0.00
H39 3.08832 3.83440 -0.36291  0.00
O1 -2.21918 -2.78041 -1.30896  0.00
S2 -0.92491 -3.41448 -1.71104  0.01
C44 -0.85673 -5.10738 -1.07021  0.00
C45 -0.22933 -5.92653 -2.18648  0.00
C46 -0.99595 -5.52259 -3.44664  0.00
C47 -1.06036 -3.99521 -3.44124  0.00
H40 -1.89616 -5.39267 -0.89159  0.00
H41 -0.31217 -5.11184 -0.12720  0.00
H42 -0.29009 -6.99390 -1.97992  0.00
H43 0.83021 -5.67451 -2.29071  0.00
H44 -2.00467 -5.93558 -3.40483  0.00
H45 -0.52668 -5.89533 -4.35544  0.00
H46 -2.00029 -3.58059 -3.80470  0.00
H47 -0.23690 -3.54187 -3.99271  0.00

Forces on atoms 1 to 3 (eV/Å):
Re -0.3 -0.2 0.3
N 0.0 0.0 -0.1
C 0.1 -0.3 0.3

Summary:
Multiplicity: 4
Net charge: +2
Energy above the lowest of the compared OMol25 structures with the same formula, charge and spin, kJ/mol: 7.7
Kohn-Sham gap (alpha / beta), eV: 6.3 / 5.1